[1]
Density functional theory data (ωB97M-V/def2-TZVPD) for a cluster of 6 separate species, C30H40O21 in total.

Values from the calculation:
multiplicity = 1
HOMO-LUMO gap = 8.37 eV
SMILES string = Cc1ccc(C(C)C)c(OC[C@@H]2OC(=O)O[C@H]2COO)c1.O=C1OCCO1.O=C1OCCO1.O=C1OCCO1.O=C1OCCO1.O=C1OCCO1
HOMO energy = -8.029 eV
LUMO level = 0.34 eV

The geometry in XYZ format:
```
91
Properties=species:S:1:pos:R:3:lowdin_charge:R:1
O 5.237 1.194 -7.342 0.07
O -1.087 -4.304 1.577 -0.08
O -9.093 4.044 4.179 0.13
O -8.435 1.859 4.328 0.07
O -3.633 -2.095 0.157 -0.05
O 3.414 0.425 -6.194 0.11
O 4.193 4.831 -2.379 0.04
O -7.008 -3.452 6.081 0.13
O 0.283 -0.891 -1.343 -0.19
O -5.404 -3.573 4.455 0.07
O -7.266 -2.359 4.087 0.05
O 0.861 -3.785 4.557 0.05
O -0.525 -3.946 0.457 -0.22
O 5.626 6.015 -3.652 0.07
O 2.110 -3.004 2.806 0.14
O -8.703 2.800 2.299 0.06
O -4.635 -0.021 1.298 0.00
O 5.402 -0.704 -6.141 0.05
O -3.190 0.055 -0.763 -0.01
O 3.109 -3.846 4.684 0.07
O 5.963 3.770 -3.367 0.12
C -8.351 0.818 3.373 -0.13
C 2.510 2.321 1.305 -0.03
C 2.033 -3.501 3.917 -0.51
C -3.881 -0.630 0.343 -0.21
C 4.529 6.861 -3.365 -0.14
C 2.612 -4.171 5.968 -0.14
C 6.585 -0.596 -6.910 -0.14
C 2.977 2.114 -0.288 0.00
C 0.569 0.321 1.010 0.06
C 3.880 6.198 -2.193 -0.13
C 2.757 0.859 -2.838 -0.32
C 0.776 1.656 3.553 -0.12
C 1.191 -4.548 5.701 -0.14
C -0.883 -0.314 -2.029 -0.10
C -2.271 -0.931 -1.382 -0.15
C 1.042 0.111 -0.580 -0.10
C -1.564 -3.561 -0.555 -0.04
C -6.596 -3.154 4.972 -0.51
C -6.369 -2.073 3.031 -0.17
C -8.084 1.544 2.095 -0.14
C 2.255 0.983 -1.286 -0.04
C -5.398 -3.208 3.088 -0.13
C 6.608 0.845 -7.304 -0.14
C -8.772 2.994 3.648 -0.51
C -2.183 -2.081 -0.217 -0.17
C 2.643 -0.631 -3.505 -0.10
C 4.387 1.237 -2.855 -0.09
C 5.318 4.782 -3.151 -0.51
C 1.298 1.442 1.997 -0.18
C 4.582 0.315 -6.529 -0.52
H 1.079 -5.611 5.462 0.14
H -9.304 0.277 3.355 0.14
H 6.507 -1.264 -7.775 0.14
H 4.870 7.874 -3.134 0.14
H -1.036 -3.523 -1.601 0.16
H 4.822 0.685 -1.890 0.10
H -5.723 -4.067 2.491 0.14
H -4.395 -2.914 2.769 0.13
H 3.872 6.898 -4.241 0.14
H -7.551 0.119 3.630 0.11
H -1.691 -1.833 0.816 0.16
H -8.515 1.035 1.228 0.14
H 4.954 0.760 -3.768 0.08
H 2.243 1.721 -3.459 0.14
H 4.558 2.396 -2.739 0.05
H 2.696 -3.290 6.613 0.14
H 2.797 6.349 -2.176 0.14
H 2.710 -1.525 -2.753 0.09
H -7.014 1.702 1.919 0.13
H -0.845 -0.725 -3.148 0.14
H 0.963 2.763 3.930 0.08
H -0.851 0.876 -2.030 0.16
H -0.411 1.533 3.503 0.08
H 7.460 -0.881 -6.319 0.14
H -2.921 -1.486 -2.214 0.18
H -2.392 -4.404 -0.484 0.16
H 0.530 -4.300 6.537 0.14
H -0.429 -4.161 2.345 0.14
H -5.893 -1.106 3.223 0.11
H 7.113 1.473 -6.562 0.14
H 4.301 6.531 -1.239 0.14
H 3.405 -0.710 -4.412 0.06
H 1.153 0.840 4.302 0.08
H -6.898 -2.026 2.075 0.14
H 1.563 -0.690 -4.012 0.08
H -0.299 -0.306 1.511 0.09
H 3.059 3.119 1.961 0.07
H 3.833 2.844 -0.646 0.08
H 3.185 -4.991 6.410 0.14
H 7.076 1.003 -8.280 0.14
```


[2]
Density functional theory data (ωB97M-V/def2-TZVPD) for a cluster of 10 separate species, C30H40O30 in total.

Values from the calculation:
multiplicity = 1
HOMO-LUMO gap = 9.95 eV
SMILES string = O=C1OCCO1.O=C1OCCO1.O=C1OCCO1.O=C1OCCO1.O=C1OCCO1.O=C1OCCO1.O=C1OCCO1.O=C1OCCO1.O=C1OCCO1.O=C1OCCO1
HOMO energy = -10.391 eV
energy above the lowest of the compared OMol25 structures with the same formula, charge and spin = 1.017 eV
LUMO level = -0.44 eV

The geometry in XYZ format:
```
100
Properties=species:S:1:pos:R:3:lowdin_charge:R:1
O 2.129 0.622 -5.852 0.07
O 0.773 1.397 3.984 0.05
O 1.262 -0.388 -1.981 0.15
O -1.409 -4.171 1.997 0.02
O -4.678 -3.549 -0.238 0.08
O -5.446 0.453 -0.629 0.06
O 3.411 2.434 -5.440 0.15
O -3.329 1.238 -3.561 0.06
O 2.894 -0.886 1.793 0.15
O -3.324 2.326 -5.512 0.15
O -1.143 -5.309 0.084 0.17
O 1.485 4.565 0.665 0.04
O 2.873 5.869 -0.511 0.18
O 4.767 0.297 1.577 0.08
O -4.120 1.068 1.086 0.15
O 4.990 -4.472 -0.918 0.06
O -3.178 -2.031 0.306 0.05
O 4.170 -6.174 -2.153 0.15
O 0.559 -4.132 0.956 0.08
O -2.180 0.391 -5.260 0.07
O -3.022 -3.022 -1.678 0.15
O 1.296 6.760 0.831 0.09
O 4.277 0.399 -5.352 0.08
O 3.144 -4.178 -2.150 0.05
O 0.525 1.215 -0.557 0.07
O -6.108 2.042 0.763 0.07
O -0.688 -0.318 4.001 0.18
O 2.828 1.353 1.683 0.05
O 0.288 0.377 5.893 0.08
O 0.155 -0.983 -0.146 0.08
C -2.543 0.164 -3.033 -0.12
C -0.253 1.136 0.633 -0.11
C 2.310 -0.792 -5.625 -0.09
C 4.457 -3.204 -0.467 -0.10
C 4.124 -5.050 -1.758 -0.58
C 5.129 1.684 1.553 -0.07
C 0.648 4.736 1.811 -0.11
C 1.430 2.117 4.986 -0.15
C 1.336 1.269 6.254 -0.10
C -3.921 -2.246 1.498 -0.12
C 0.801 -3.370 2.131 -0.10
C 3.840 -0.903 -5.693 -0.13
C -6.695 0.879 -1.155 -0.11
C -3.587 -2.921 -0.625 -0.59
C -0.683 -4.612 0.930 -0.57
C -2.128 -0.619 -4.227 -0.09
C 3.459 -2.897 -1.554 -0.10
C -5.184 -2.929 0.954 -0.07
C 0.012 0.435 4.568 -0.53
C -2.956 1.406 -4.839 -0.58
C 3.757 2.407 1.445 -0.08
C -0.534 -3.460 2.901 -0.08
C -7.041 2.111 -0.317 -0.09
C 0.704 -0.076 -0.984 -0.57
C 1.994 5.759 0.283 -0.57
C 3.439 0.174 1.741 -0.56
C 0.343 6.242 1.730 -0.12
C -5.118 1.214 0.446 -0.57
C 3.286 1.253 -5.595 -0.59
C -0.116 -0.297 1.081 -0.14
H -5.590 -3.715 1.582 0.14
H 5.668 1.970 2.452 0.13
H -8.042 2.160 0.101 0.13
H -6.822 3.008 -0.899 0.13
H -2.827 -1.432 -4.433 0.14
H 1.106 1.880 7.126 0.13
H 3.877 -2.396 -2.431 0.13
H 4.096 -1.188 -6.718 0.13
H -0.688 6.455 1.449 0.13
H 3.572 2.789 0.439 0.13
H 0.233 1.746 1.401 0.10
H 4.248 -1.703 -5.080 0.12
H 1.992 -0.935 -4.591 0.12
H 5.330 -2.553 -0.415 0.13
H 0.473 6.645 2.738 0.13
H -1.029 -2.504 3.063 0.10
H 1.036 -2.345 1.859 0.07
H -5.893 -2.167 0.626 0.12
H 4.043 -3.246 0.541 0.12
H -0.451 -4.048 3.813 0.13
H 2.236 0.723 6.537 0.13
H -7.480 0.119 -1.168 0.13
H 0.953 3.086 5.165 0.13
H 1.861 -1.480 -6.332 0.13
H -4.252 -1.299 1.922 0.11
H -3.430 -2.845 2.265 0.12
H 0.635 -0.504 1.842 0.08
H 1.599 -3.785 2.743 0.13
H 5.682 2.000 0.674 0.13
H -3.142 -0.394 -2.313 0.12
H 2.559 -2.466 -1.123 0.11
H -1.142 -1.074 -4.168 0.13
H -0.230 4.108 1.671 0.12
H 3.469 3.222 2.108 0.12
H 2.450 2.431 4.752 0.13
H -1.747 0.598 -2.420 0.13
H -1.091 -0.636 1.433 0.12
H 1.140 4.401 2.727 0.11
H -1.298 1.428 0.521 0.13
H -6.616 1.144 -2.211 0.13
```


[3]
Density functional theory data (ωB97M-V/def2-TZVPD) for a structure of composition C30H41AlCl4F9N2O5Si.

Values from the calculation:
multiplicity = 1
HOMO-LUMO gap = 0.99 eV
HOMO energy = -6.785 eV
charge = +1
LUMO level = -5.79 eV

The geometry in XYZ format:
```
93
Properties=species:S:1:pos:R:3:lowdin_charge:R:1
Cl -0.068 6.384 -3.002 -0.32
Cl 0.067 3.009 6.377 -0.39
Cl 3.322 5.388 1.904 0.64
Cl -0.118 6.204 -0.193 0.60
Si 3.254 4.242 -0.850 0.65
Al 10.562 3.476 0.689 1.06
F 0.842 9.021 3.718 -0.15
F -2.779 0.195 1.412 0.14
F -2.553 2.896 -1.700 0.15
F -3.205 -0.249 -1.341 0.11
F -4.135 1.896 1.318 0.19
F -5.209 -0.345 2.261 0.11
F -1.769 2.425 0.259 0.14
F -4.840 -1.408 0.401 0.06
F -4.463 1.508 -1.328 0.15
O 0.844 7.691 4.815 0.17
O 7.025 1.705 1.264 0.24
O -0.106 2.258 -2.050 -0.09
O 0.633 6.209 3.099 0.07
O 9.020 2.141 0.339 -0.32
N -3.141 -4.528 -0.039 -0.08
N -6.958 -10.194 -1.581 -0.10
C -3.827 0.735 0.741 -0.40
C 9.740 1.344 -0.618 -0.29
C -4.676 -6.769 -0.596 -0.16
C 4.655 3.293 -0.013 -0.31
C -0.927 1.237 -1.588 -0.12
C 6.902 2.604 -0.933 -0.10
C 0.041 5.584 5.349 -0.09
C 10.107 -0.049 -0.137 -0.03
C -6.957 -9.725 -0.308 -0.01
C -2.361 -3.307 0.227 0.03
C -6.245 -8.612 0.034 0.03
C -6.259 -9.546 -2.543 -0.01
C -3.393 0.945 -0.720 -0.33
C 2.248 5.137 0.480 -0.75
C -2.565 -5.616 -0.596 0.00
C -4.459 -4.538 0.270 0.00
C 0.571 6.599 4.230 -0.57
C -5.486 -7.930 -0.936 -0.15
C 7.571 2.094 0.304 -0.40
C 1.971 7.743 0.573 -0.15
C 1.655 6.437 -0.124 -0.79
C 5.403 2.296 -0.927 -0.23
C -3.299 -6.734 -0.883 0.03
C 0.931 2.648 -1.148 -0.26
C -2.152 1.880 -0.917 -0.40
C -5.236 -5.631 0.009 0.04
C 2.146 3.150 -1.917 -0.23
C -5.525 -8.431 -2.250 0.03
C -7.709 -11.419 -1.891 0.02
C -5.049 -0.176 0.929 -0.27
H 7.097 3.678 -1.007 0.14
H 10.146 -0.117 0.948 0.10
H 1.762 3.762 -2.739 0.07
H 1.222 1.838 -0.475 0.13
H 5.351 4.060 0.329 0.05
H 0.029 6.026 6.339 0.07
H 11.086 -0.318 -0.531 0.09
H 1.978 6.521 -1.161 0.02
H -2.444 -3.063 1.283 0.12
H -7.642 -11.622 -2.955 0.10
H 7.344 2.157 -1.827 0.12
H -0.968 5.288 5.075 0.07
H -4.857 -3.639 0.716 0.13
H 10.633 1.953 -0.768 0.01
H -7.536 -10.282 0.414 0.15
H -7.277 -12.247 -1.333 0.11
H -1.507 -5.556 -0.805 0.14
H -5.963 0.296 0.573 0.18
H -6.258 -8.281 1.063 0.14
H 3.044 7.888 0.687 0.07
H -0.442 0.594 -0.845 0.14
H -4.984 -7.941 -3.047 0.13
H 0.554 3.504 -0.592 0.07
H 1.434 4.543 0.879 0.03
H 1.612 8.555 -0.059 0.08
H 5.065 2.316 -1.962 0.10
H -6.308 -9.954 -3.541 0.14
H -8.750 -11.278 -1.611 0.11
H -1.321 -3.475 -0.031 0.10
H 4.287 2.801 0.885 0.07
H 9.413 -0.785 -0.532 0.09
H -1.206 0.612 -2.435 0.14
H 2.696 2.338 -2.401 0.07
H 3.854 5.264 -1.744 0.03
H -2.768 -2.503 -0.381 0.09
H 5.257 1.298 -0.518 0.12
H 1.463 7.817 1.530 0.04
H -2.802 -7.584 -1.327 0.13
H 0.709 4.711 5.359 -0.07
H -6.287 -5.591 0.254 0.14
H 9.241 1.253 -1.578 0.13
```


[4]
Density functional theory data (ωB97M-V/def2-TZVPD) for a structure of composition C30H41F15GeN8O4RbTe.

Values from the calculation:
multiplicity = 2
HOMO-LUMO gap (alpha / beta) = 5.84 / 4.46 eV
HOMO energy (alpha / beta) = -2.418 / -2.402 eV
energy above the lowest of the compared OMol25 structures with the same formula, charge and spin = 2.017 eV
charge = -2
LUMO level (alpha / beta) = 3.42 / 2.06 eV

The geometry in XYZ format:
```
101
Properties=species:S:1:pos:R:3:lowdin_charge:R:1
Te 3.274 -2.625 0.207 1.87
Rb 0.650 0.063 0.736 0.85
Ge -1.042 1.492 3.762 0.89
F 1.934 -2.341 -4.760 0.05
F 4.909 -3.242 0.938 -0.42
F 3.570 -3.998 -1.104 -0.40
F 2.716 0.240 -0.831 -0.06
F 3.896 -1.059 1.220 -0.46
F 2.766 -0.324 -6.209 0.08
F 0.190 1.583 -5.960 0.12
F 4.425 -1.727 -1.034 -0.38
F -2.962 -1.837 -6.676 0.11
F 3.755 2.198 -2.352 0.07
F 0.020 1.190 -3.317 0.12
F -1.279 0.040 -7.658 0.12
F 3.689 2.014 -5.083 0.06
F 2.767 -4.309 1.123 -0.47
F -3.230 -2.215 -4.061 0.10
O -1.801 1.612 2.043 -0.36
O 1.694 -2.096 0.948 -0.84
O 0.682 1.698 3.064 -0.42
O -0.869 -0.370 3.563 -0.35
N -1.582 -0.591 -2.203 0.17
N 0.822 3.775 -2.614 -0.29
N 1.058 3.223 -1.457 0.09
N -0.733 -3.206 -0.724 -0.21
N 1.841 4.243 -3.437 0.14
N 1.903 -2.116 -1.793 -0.06
N -0.115 2.905 -0.966 0.04
N -0.445 3.874 -2.935 0.12
C -3.948 2.601 2.597 -0.07
C 1.168 -3.234 -2.341 -0.23
C -1.587 -0.534 -3.530 -0.16
C -0.360 -1.203 4.584 -0.72
C -0.713 0.433 -4.114 -0.13
C 1.858 3.199 4.535 -0.06
C -1.849 -2.994 -1.598 -0.19
C 3.235 0.990 -4.314 -0.17
C 2.281 -1.178 -2.658 -0.21
C 2.750 0.070 -2.158 -0.19
C -1.010 3.306 -1.874 -0.22
C -0.178 -2.590 3.971 -0.03
C 1.455 2.872 3.093 -0.73
C -1.099 -3.609 0.610 -0.08
C -2.392 -1.550 -1.495 -0.18
C 2.714 2.582 2.270 -0.03
C 0.997 -0.708 5.093 -0.05
C -1.367 -0.140 -6.337 -0.12
C 3.250 1.082 -2.926 -0.16
C -1.354 -1.275 5.747 -0.07
C -3.392 1.770 0.323 -0.04
C -3.181 1.523 1.817 -0.73
C -3.718 0.141 2.200 -0.04
C -2.230 -1.101 -5.827 -0.14
C 2.293 -1.219 -4.076 -0.13
C -2.348 -1.289 -4.469 -0.12
C -0.614 0.637 -5.469 -0.14
C 2.754 -0.175 -4.868 -0.17
C 0.367 -3.980 -1.281 -0.18
C 0.685 4.046 2.485 -0.05
H -0.155 4.323 3.126 0.07
H -3.549 3.586 2.346 0.08
H 3.445 3.390 2.370 0.08
H -2.803 1.062 -0.263 0.06
H -0.996 -1.950 6.530 0.07
H -2.694 -3.677 -1.386 0.12
H -4.783 0.054 1.964 0.08
H 0.288 3.756 1.512 0.06
H 0.967 3.336 5.152 0.06
H 1.696 -0.620 4.262 0.09
H -2.070 3.163 -1.776 0.09
H -1.833 -2.917 1.032 0.08
H -5.015 2.579 2.354 0.07
H 0.574 -2.552 3.179 0.07
H 1.822 -3.952 -2.848 0.11
H -3.045 2.777 0.092 0.06
H 1.014 -4.271 -0.455 0.08
H 1.406 -1.410 5.826 0.08
H -3.168 -0.639 1.671 0.07
H 1.331 4.921 2.364 0.08
H -1.125 -2.925 3.542 0.08
H -3.439 -1.519 -1.822 0.12
H -1.539 -4.626 0.637 0.09
H -3.573 -0.042 3.266 0.07
H 0.459 -2.868 -3.098 0.10
H 2.459 4.113 4.581 0.07
H 0.005 -4.927 -1.731 0.12
H 0.146 -3.318 4.721 0.08
H -0.211 -3.577 1.237 0.06
H 3.168 1.649 2.606 0.09
H 2.442 2.376 4.950 0.08
H -2.318 -1.640 5.385 0.08
H 1.731 3.761 -4.328 0.09
H 2.696 3.878 -3.018 0.07
H 2.481 2.483 1.206 0.06
H -3.832 2.454 3.671 0.05
H -2.360 -1.264 -0.443 0.09
H -1.548 -3.197 -2.624 0.10
H 0.905 0.273 5.566 0.06
H -4.445 1.683 0.040 0.08
H -1.506 -0.285 6.185 0.05
```


[5]
Density functional theory data (ωB97M-V/def2-TZVPD) for a structure of composition C30H41F9OPTi.

Values from the calculation:
multiplicity = 1
HOMO-LUMO gap (alpha / beta) = 7.32 / 7.27 eV
HOMO energy (alpha / beta) = -10.510 / -10.465 eV
charge = +1
LUMO level (alpha / beta) = -3.19 / -3.19 eV

The geometry in XYZ format:
```
83
Properties=species:S:1:pos:R:3:lowdin_charge:R:1
Ti -0.122 -0.701 -0.917 0.93
P 0.598 0.780 1.354 1.17
F 1.073 -3.424 -3.230 0.15
F 3.166 -3.544 -2.759 0.19
F 0.764 -5.070 0.376 0.22
F 3.891 -2.567 -0.390 0.19
F 2.677 -3.277 1.240 0.16
F 3.451 -4.671 -0.207 0.20
F -0.107 -3.100 0.641 0.12
F 1.854 -5.204 -2.292 0.19
F -0.492 -4.222 -1.157 0.17
O 1.380 -1.912 -1.056 -0.20
C -0.811 -0.860 3.150 -0.09
C 2.186 2.381 -0.215 -0.09
C -2.279 -1.265 -1.814 -0.24
C -1.099 4.501 2.172 -0.06
C -2.321 2.510 -1.148 0.00
C 1.950 -3.875 -2.325 -0.54
C -0.537 -0.193 -3.125 -0.25
C -2.422 4.145 2.380 -0.06
C -0.513 2.204 1.679 -0.36
C -0.151 3.541 1.836 -0.09
C -0.063 2.298 -2.866 -0.03
C 2.988 2.213 2.182 -0.07
C 1.646 -1.069 3.213 -0.08
C 1.672 -3.234 -0.925 -0.26
C -3.139 -2.457 -1.484 -0.01
C -0.771 1.038 -2.433 -0.25
C -1.475 -2.444 -3.876 -0.01
C 0.461 -3.952 -0.255 -0.53
C -1.855 1.871 1.870 -0.16
C 2.954 -3.447 -0.059 -0.56
C 3.260 0.341 0.573 -0.10
C -1.418 -1.284 -2.920 -0.21
C -2.798 2.818 2.230 -0.07
C -2.499 -0.043 -1.101 -0.22
C 0.504 -0.068 3.060 -0.66
C -3.631 -0.039 -0.101 -0.03
C 0.544 0.923 4.227 -0.07
C -1.854 1.133 -1.532 -0.20
C 0.521 -0.287 -4.199 0.00
C 2.321 1.471 1.018 -0.67
H 3.175 2.763 -0.477 0.10
H -0.784 -2.334 -4.703 0.08
H 1.476 1.482 4.266 0.07
H -0.283 1.631 4.199 0.08
H 4.217 0.790 0.294 0.10
H 1.521 3.229 -0.078 0.06
H -0.791 5.532 2.285 0.11
H -3.153 4.894 2.655 0.11
H 2.880 -0.185 -0.300 0.05
H 2.616 -0.584 3.286 0.07
H 3.893 2.697 1.806 0.10
H 0.869 3.865 1.709 0.08
H -1.663 -0.220 3.366 0.07
H 3.458 -0.389 1.349 0.07
H 1.302 0.454 -4.074 0.08
H -2.167 0.848 1.728 0.07
H 1.496 -1.629 4.139 0.10
H 3.298 1.522 2.964 0.07
H 0.975 2.124 -3.130 0.07
H 0.076 -0.127 -5.184 0.11
H -1.594 3.050 -0.542 0.08
H -3.828 2.523 2.386 0.12
H 1.822 1.801 -1.065 0.05
H -1.271 -3.396 -3.394 0.08
H -4.564 -0.320 -0.594 0.10
H 1.664 -1.781 2.394 0.06
H -2.786 -3.362 -1.963 0.07
H -3.462 -0.763 0.697 0.09
H -2.487 -2.494 -4.285 0.11
H -0.557 2.714 -3.749 0.11
H 2.368 2.977 2.640 0.06
H -3.173 -2.638 -0.411 0.09
H -3.778 0.930 0.358 0.05
H -0.731 -1.571 3.976 0.10
H 0.994 -1.264 -4.197 0.08
H 0.462 0.356 5.159 0.10
H -0.079 3.054 -2.086 0.07
H -2.474 3.084 -2.064 0.11
H -4.167 -2.283 -1.814 0.11
H -3.259 2.496 -0.608 0.08
H -1.017 -1.435 2.245 0.06
```


The F_max results, record by record, are as follows: 0.1882 0.0423 0.0582 0.0350 0.0121 hartree/bohr.